1.
# C9H23N7

2 unconnected molecules or ions with the total composition C9H23N7 (ωB97M-V/def2-TZVPD, OMol25).

```
39
Properties=species:S:1:pos:R:3:forces:R:3
C -0.142 2.270 0.190 0.53 -1.07 -0.97
C -2.463 1.388 0.393 0.13 0.68 2.12
C -3.128 0.322 -0.328 -4.46 -2.86 0.40
C -2.751 -1.251 -0.360 -1.05 2.31 -1.71
C -1.489 -1.696 -1.187 -0.31 0.27 -0.65
C -0.180 -1.667 0.989 2.62 2.50 -1.79
C 1.236 -1.048 1.700 -2.95 -5.08 1.55
C 2.601 -1.394 1.002 0.27 2.18 3.08
C 2.610 0.309 -0.888 4.90 -0.08 1.32
H 1.995 2.695 0.052 -5.02 0.57 -1.98
H 1.447 1.677 -1.154 -2.16 3.07 0.37
H 0.652 2.701 1.810 -0.42 0.21 0.12
H -1.439 1.728 -1.338 0.39 0.31 0.07
H -3.266 2.301 0.688 2.75 -2.02 -0.94
H -1.953 0.944 1.229 -1.07 0.38 1.75
H -4.334 0.313 -0.251 2.52 0.01 0.89
H -3.162 0.631 -1.282 0.29 0.99 -4.09
H -3.634 -1.517 -0.937 0.08 -0.83 -0.12
H -3.028 -1.439 0.652 0.87 -1.58 0.80
H -1.342 -2.678 -1.548 -1.25 -1.83 0.22
H -1.496 -1.151 -2.225 -0.34 -0.47 1.75
H -0.668 -0.319 -0.906 3.59 -1.46 3.24
H -1.106 -1.327 1.443 0.35 0.52 0.35
H -0.128 -2.716 1.196 0.02 -0.85 -0.65
H 1.050 -1.569 2.732 0.92 0.63 -1.52
H 1.071 -0.051 1.961 0.01 1.61 -0.10
H 3.533 -1.583 1.616 -1.68 -0.26 0.58
H 2.564 -2.314 0.418 -0.25 0.98 -1.00
H 2.209 0.981 1.139 3.18 -3.86 -1.70
H 2.539 -1.096 -2.485 0.40 1.07 -0.77
H 1.390 -1.306 -1.296 1.82 0.59 0.33
H 3.205 2.101 -0.598 0.63 -0.05 0.06
N 0.978 2.610 -0.661 0.36 -1.05 3.40
N -0.242 2.356 1.443 1.20 0.83 1.78
N -1.236 1.529 -0.359 0.78 2.56 -2.56
N -0.193 -1.355 -0.555 -2.22 2.98 0.20
N 3.049 -0.010 0.563 -4.34 3.83 -2.78
N 2.422 -0.928 -1.506 -2.85 0.48 0.00
N 2.830 1.557 -1.355 1.77 -6.23 -1.04
```
Forces are in eV/Å.

Calculated values
Electronic energy = -739.6083 Ha
Net charge = 0
LUMO = 0.0176 Eh

***

2.
# C36H30F6

6 unconnected molecules or ions with the total composition C36H30F6 (ωB97M-V/def2-TZVPD, OMol25).

```
72
Properties=species:S:1:pos:R:3:forces:R:3
F 5.067 2.512 -0.674 0.19 0.10 0.04
C 3.982 3.271 -0.424 -0.28 -0.38 -0.58
C 4.130 4.572 -0.016 -0.71 0.10 0.09
C 2.947 5.279 0.248 0.61 0.38 -0.01
C 1.711 4.677 0.182 -0.79 -0.76 -0.66
C 1.601 3.356 -0.277 0.51 -0.03 0.06
C 2.742 2.674 -0.652 0.60 -0.15 1.02
H 5.105 5.020 0.099 0.04 0.00 -0.04
H 3.036 6.334 0.473 -0.10 -0.05 0.24
H 0.775 5.177 0.395 0.24 0.37 0.19
H 0.674 2.798 -0.300 -0.20 0.33 -0.06
H 2.744 1.619 -0.890 -0.18 0.08 -0.32
F 0.277 0.255 -0.568 0.38 0.29 0.25
C 0.752 -0.995 -0.383 -0.29 -1.17 -0.87
C -0.072 -2.038 -0.805 -0.20 1.04 0.44
C 0.358 -3.315 -0.596 0.37 -1.41 0.11
C 1.562 -3.600 0.054 0.75 0.53 -0.66
C 2.464 -2.567 0.294 -1.41 -0.08 0.23
C 2.026 -1.259 0.053 0.84 0.80 0.70
H -1.044 -1.781 -1.207 0.06 -0.19 -0.22
H -0.181 -4.176 -0.976 -0.40 0.20 0.20
H 1.854 -4.621 0.253 -0.07 -0.04 -0.05
H 3.415 -2.764 0.765 0.15 0.12 -0.14
H 2.693 -0.435 0.293 -0.10 0.02 -0.04
F 1.971 -0.429 6.149 -0.03 -0.19 0.77
C 1.849 0.569 5.280 -0.27 0.11 -1.56
C 2.201 1.862 5.572 -0.12 -0.05 1.03
C 2.160 2.818 4.574 -0.04 0.47 -0.60
C 1.853 2.497 3.259 -1.00 -0.85 0.14
C 1.381 1.190 2.993 0.63 1.39 0.37
C 1.372 0.267 4.014 0.19 -0.93 -0.78
H 2.422 2.107 6.605 0.19 0.12 -0.12
H 2.309 3.866 4.802 0.33 -0.08 0.18
H 1.827 3.267 2.502 0.11 -0.03 -0.06
H 1.031 0.879 2.019 0.07 0.16 -0.11
H 1.099 -0.731 3.683 -0.05 -0.14 0.71
F -0.073 -6.616 0.321 -0.26 0.11 0.02
C 0.156 -6.227 1.594 0.37 0.51 0.00
C -0.488 -5.126 2.126 -1.32 -0.89 0.60
C -0.268 -4.795 3.462 0.21 0.30 -0.33
C 0.739 -5.413 4.185 0.14 -0.52 -0.42
C 1.439 -6.458 3.577 0.28 0.49 0.28
C 1.144 -6.881 2.290 0.38 -0.07 0.06
H -1.382 -4.733 1.656 0.35 0.26 -0.39
H -0.885 -4.012 3.885 0.12 0.02 0.14
H 1.006 -5.128 5.192 -0.16 0.12 0.04
H 2.293 -6.865 4.105 -0.13 -0.29 -0.04
H 1.714 -7.652 1.789 -0.05 -0.09 0.12
F -2.353 0.799 -6.461 -0.15 0.24 -0.34
C -2.722 -0.102 -5.542 -0.01 -0.24 0.26
C -2.982 -1.401 -5.908 -0.12 -0.85 0.13
C -3.220 -2.325 -4.893 -0.93 0.30 0.14
C -3.293 -1.942 -3.561 0.48 0.31 0.14
C -3.069 -0.603 -3.207 0.36 -0.81 -0.77
C -2.797 0.301 -4.226 0.04 0.55 0.55
H -3.054 -1.763 -6.924 0.31 0.40 -0.15
H -3.527 -3.332 -5.146 0.32 -0.07 -0.12
H -3.474 -2.713 -2.823 -0.07 0.14 0.16
H -2.981 -0.294 -2.176 -0.38 0.07 0.05
H -2.646 1.349 -3.993 0.18 -0.03 -0.05
F -4.293 1.452 -0.983 -0.17 0.08 -0.11
C -3.812 2.561 -1.579 0.32 0.59 0.24
C -2.490 2.904 -1.359 -0.22 -0.78 -0.08
C -1.939 3.989 -2.021 -0.31 -0.44 0.68
C -2.735 4.781 -2.844 0.52 0.14 0.59
C -4.092 4.490 -2.973 0.92 -0.02 -0.12
C -4.621 3.370 -2.345 -0.62 -0.17 -0.87
H -1.912 2.238 -0.726 0.14 0.18 0.01
H -0.902 4.170 -1.767 0.05 0.42 -0.53
H -2.231 5.634 -3.281 -0.46 0.09 -0.32
H -4.714 5.096 -3.615 -0.09 0.01 0.04
H -5.631 3.093 -2.626 -0.05 -0.13 0.50
```
Forces are in eV/Å.

Calculated values
Electronic energy = -1988.9645 Ha
SMILES = Fc1ccccc1.Fc1ccccc1.Fc1ccccc1.Fc1ccccc1.Fc1ccccc1.Fc1ccccc1
Net charge = 0
LUMO = 0.0243 Eh